{
  "formula": "C40H34Cl4FN8O4S4Ta",
  "method": "ωB97M-V/def2-TZVPD",
  "homo_lumo_gap_ev": 4.7,
  "e_homo_ev": -11.0,
  "total_charge": 2,
  "energy_ev": -159829.0897,
  "e_above_lowest_kcal_mol": 0.0,
  "e_lumo_ev": -6.298,
  "largest_force_ev_per_a": 3.96,
  "species": ["Ta", "Cl", "C", "C", "C", "Cl", "C", "C", "C", "C", "N", "C", "C", "O", "H", "H", "H", "H", "F", "C", "C", "C", "C", "O", "C", "C", "N", "C", "C", "C", "C", "C", "C", "N", "C", "C", "N", "C", "C", "C", "O", "O", "H", "H", "H", "H", "H", "H", "H", "H", "H", "H", "H", "H", "H", "H", "H", "H", "H", "H", "Cl", "C", "C", "C", "C", "C", "Cl", "C", "S", "H", "H", "H", "N", "N", "H", "H", "H", "H", "S", "C", "S", "C", "N", "N", "C", "C", "C", "C", "C", "C", "S", "H", "H", "H", "H", "H"],
  "xyz": [[-5.26, -5.77, 22.29], [-2.72, -1.48, 21.19], [-3.15, -2.05, 22.70], [-2.99, -1.27, 23.87], [-3.41, -1.67, 25.14], [-3.00, -0.72, 26.48], [-4.15, -2.88, 25.33], [-4.86, -3.23, 26.51], [-5.39, -4.52, 26.60], [-5.36, -5.34, 25.46], [-4.81, -4.97, 24.28], [-4.14, -3.73, 24.20], [-3.72, -3.35, 22.94], [-3.86, -4.24, 21.95], [-2.52, -0.27, 23.84], [-4.97, -2.52, 27.36], [-5.80, -4.94, 27.53], [-5.81, -6.32, 25.53], [-0.27, -9.16, 19.61], [-1.38, -8.78, 18.94], [-2.23, -7.87, 19.58], [-3.33, -7.32, 18.90], [-4.32, -6.55, 19.53], [-4.30, -6.67, 20.88], [-5.22, -5.79, 18.78], [-5.10, -5.84, 17.37], [-4.21, -6.67, 16.73], [-4.35, -6.75, 15.31], [-4.10, -5.52, 14.48], [-3.15, -6.67, 14.43], [-3.41, -7.57, 17.47], [-2.66, -8.61, 16.87], [-1.56, -9.17, 17.55], [-0.72, -10.04, 16.84], [-0.32, -9.70, 15.46], [-0.17, -10.92, 14.54], [-0.06, -12.25, 15.26], [0.75, -12.08, 16.50], [0.11, -11.06, 17.51], [-6.31, -5.00, 19.43], [-7.24, -4.43, 18.91], [-6.32, -5.09, 20.82], [-1.96, -7.61, 20.59], [-5.68, -5.15, 16.76], [-5.09, -7.43, 14.82], [-3.66, -4.63, 14.99], [-4.82, -5.45, 13.64], [-2.22, -6.44, 14.95], [-3.21, -7.39, 13.57], [-2.86, -8.98, 15.84], [0.63, -9.13, 15.45], [-1.03, -9.06, 14.94], [0.77, -10.81, 13.94], [-0.98, -11.04, 13.82], [0.37, -12.93, 14.62], [-1.02, -12.51, 15.51], [1.72, -11.70, 16.14], [0.91, -13.07, 16.95], [0.95, -10.65, 18.12], [-0.49, -11.64, 18.21], [-7.37, -3.78, 23.20], [-8.70, -4.81, 22.70], [-9.91, -4.17, 22.37], [-11.05, -4.91, 22.27], [-11.07, -6.30, 22.51], [-9.88, -6.93, 22.83], [-9.78, -8.61, 23.28], [-8.66, -6.19, 22.83], [-7.14, -7.10, 23.07], [-9.87, -3.07, 22.27], [-11.97, -4.36, 21.98], [-12.01, -6.84, 22.43], [-0.60, -4.83, 23.10], [0.05, -4.02, 22.07], [0.13, -5.06, 23.76], [-0.85, -5.71, 22.66], [-0.14, -3.05, 22.36], [-0.48, -4.12, 21.20], [-4.26, -12.93, 21.52], [-4.43, -11.52, 22.42], [-3.50, -10.06, 22.04], [-4.34, -9.20, 23.24], [-5.32, -9.89, 23.85], [-5.26, -11.22, 23.45], [-6.17, -12.11, 24.07], [-7.27, -11.58, 24.76], [-8.23, -12.45, 25.32], [-8.02, -13.84, 25.38], [-6.89, -14.33, 24.70], [-6.03, -13.48, 24.03], [-3.89, -7.66, 23.68], [-7.31, -10.46, 24.86], [-9.13, -11.99, 25.77], [-8.61, -14.55, 25.96], [-6.71, -15.38, 24.56], [-5.19, -13.88, 23.47]]
}